1.
C38H60CdN8SSbSi as an isolated structure in a non-equilibrium geometry. Source: the OMol25 dataset; level of theory: ωB97M-V/def2-TZVPD.

Structure (XYZ):
```
110
Properties=species:S:1:pos:R:3:forces:R:3
Cd -12.904 -0.072 14.496 -0.104 0.002 0.282
N -12.187 4.584 17.867 -0.070 -0.077 -0.101
C -12.407 3.944 16.702 -0.042 0.044 -0.208
N -12.824 2.734 16.587 -0.292 -0.057 0.187
C -13.163 2.025 17.736 0.901 0.564 0.101
N -13.838 0.939 17.653 0.172 0.165 1.084
N -14.206 0.611 16.388 -0.745 -0.392 -0.949
C -15.462 0.470 16.238 0.005 -0.137 -0.742
C -16.066 0.130 14.923 -0.144 0.424 0.046
C -17.443 -0.046 14.779 0.271 -0.107 -0.256
C -17.973 -0.315 13.516 0.914 0.252 -0.089
C -17.091 -0.365 12.431 -0.390 -0.074 0.761
C -15.743 -0.158 12.674 0.408 0.130 -0.333
N -15.240 0.093 13.877 -0.162 -0.276 0.051
C -12.677 2.551 19.034 0.066 0.258 0.140
C -12.653 1.811 20.221 -0.577 -0.995 -0.481
C -12.137 2.338 21.380 0.244 -0.336 0.335
C -11.648 3.629 21.381 0.112 1.178 -0.266
C -11.699 4.445 20.244 -0.120 -0.967 0.515
C -12.199 3.880 19.069 0.024 -0.320 -0.066
H -11.843 5.524 17.830 0.098 0.241 0.137
H -12.209 4.515 15.791 0.004 -0.080 0.194
H -16.115 0.651 17.071 -0.355 0.016 0.378
H -18.075 0.032 15.645 -0.215 -0.011 0.209
H -19.032 -0.447 13.375 -0.175 -0.067 0.010
H -17.430 -0.571 11.432 -0.101 0.013 -0.183
H -15.017 -0.181 11.861 -0.156 0.093 0.098
H -13.060 0.785 20.197 0.307 0.629 -0.002
H -12.049 1.759 22.302 -0.232 0.039 -0.399
H -11.234 4.030 22.301 -0.014 0.046 -0.120
H -11.337 5.462 20.285 0.022 0.025 -0.128
C -13.748 -2.969 13.255 0.238 -0.046 0.027
C -12.230 -3.092 13.298 -0.078 -0.613 0.035
N -11.541 -1.950 13.930 0.088 -0.124 -0.391
C -10.583 -2.330 14.981 0.165 -0.408 -0.622
C -11.186 -2.978 16.203 -0.048 0.306 0.410
S -12.399 -1.857 16.986 -0.268 -0.299 -0.100
C -13.945 -2.863 16.993 0.294 0.967 -0.472
C -14.274 -3.509 15.657 0.396 -0.775 -0.187
N -14.329 -2.575 14.536 -0.412 0.404 -0.159
H -13.996 -2.183 12.534 -0.126 -0.115 0.071
H -14.141 -3.924 12.868 0.002 0.165 0.029
H -11.988 -4.024 13.825 0.181 0.247 0.010
H -11.899 -3.252 12.263 0.085 0.135 0.260
H -10.987 -1.480 13.213 -0.147 -0.063 0.108
H -9.816 -3.011 14.562 -0.170 0.214 0.169
H -10.102 -1.411 15.286 0.276 0.173 0.100
H -11.639 -3.942 15.999 -0.013 -0.068 0.007
H -10.359 -3.143 16.902 -0.235 -0.051 0.039
H -13.849 -3.573 17.794 -0.063 -0.541 0.199
H -14.747 -2.171 17.276 0.253 0.083 0.015
H -13.518 -4.290 15.464 -0.347 0.237 -0.113
H -15.226 -4.038 15.755 -0.008 -0.088 0.068
H -15.300 -2.339 14.339 0.298 0.031 0.290
C -10.482 2.465 10.859 0.366 -1.134 -0.221
Si -10.997 0.955 11.842 0.206 -0.673 0.025
C -9.485 0.539 12.913 0.027 0.334 -0.457
C -11.125 -0.553 10.680 0.636 0.387 -0.082
N -12.361 1.191 12.849 -0.813 0.668 -0.139
C -13.326 2.182 12.508 0.387 -0.136 -0.208
C -13.920 2.993 13.487 0.400 -0.475 0.443
C -14.779 4.021 13.187 -0.637 0.384 -0.542
C -15.105 4.302 11.855 0.088 -0.049 0.425
C -14.553 3.508 10.865 0.009 0.119 0.531
C -13.707 2.456 11.183 0.444 -0.109 -0.137
H -9.462 2.234 10.510 -0.232 0.219 -0.014
H -10.427 3.294 11.536 -0.023 0.681 0.267
H -11.102 2.690 10.000 -0.064 0.177 -0.068
H -8.807 -0.166 12.419 -0.097 -0.077 0.082
H -9.657 0.233 13.936 -0.194 -0.223 0.244
H -8.925 1.470 12.992 0.163 0.183 0.087
H -10.157 -0.639 10.158 -0.186 -0.065 0.149
H -11.859 -0.436 9.902 -0.514 0.164 -0.388
H -11.326 -1.520 11.138 0.025 -0.033 0.209
H -13.663 2.822 14.523 0.054 -0.139 0.034
H -15.217 4.608 13.993 0.123 -0.049 -0.148
H -15.750 5.128 11.597 -0.075 0.043 0.031
H -14.754 3.745 9.842 -0.118 -0.048 -0.512
H -13.261 1.913 10.354 -0.083 -0.187 0.183
C -10.130 -0.477 19.379 0.852 -0.150 0.213
C -9.263 0.747 19.032 -0.509 0.104 1.065
C -7.931 0.694 19.803 -0.399 0.279 -0.106
Sb -9.221 0.971 16.906 0.235 -0.033 -0.151
C -9.002 3.113 16.879 0.843 0.502 0.449
C -8.175 3.850 17.974 -0.245 -1.805 0.219
C -8.618 3.682 15.518 -0.665 0.104 -0.195
C -7.208 0.223 16.596 -0.103 -0.098 -0.433
C -6.086 1.235 16.785 0.398 -0.827 -0.259
C -7.061 -0.454 15.217 0.071 -0.226 0.408
H -10.166 -0.603 20.468 0.018 -0.089 -0.093
H -9.667 -1.388 18.952 -0.269 0.211 0.211
H -11.149 -0.418 19.026 -0.197 0.117 -0.249
H -9.799 1.640 19.406 0.080 -0.204 -0.241
H -7.305 -0.130 19.461 0.025 -0.086 0.215
H -8.142 0.597 20.884 0.156 -0.173 -0.423
H -7.367 1.618 19.679 0.055 -0.010 -0.054
H -10.037 3.368 17.055 -0.374 0.190 0.058
H -7.120 3.555 17.985 -0.212 0.114 -0.151
H -8.565 3.664 18.985 0.021 0.003 -0.219
H -8.236 4.893 17.788 0.023 1.138 -0.145
H -7.566 3.538 15.284 0.072 -0.042 -0.028
H -8.807 4.770 15.561 0.124 -0.306 -0.334
H -9.226 3.238 14.707 0.259 0.267 0.223
H -7.116 -0.557 17.359 0.009 -0.005 -0.019
H -6.199 2.095 16.152 -0.080 0.404 -0.416
H -5.144 0.737 16.497 -0.125 0.286 0.161
H -5.980 1.589 17.794 -0.017 0.065 0.535
H -7.144 0.259 14.392 0.123 -0.056 0.120
H -7.807 -1.244 15.041 0.146 0.227 0.104
H -6.070 -0.934 15.195 -0.223 0.143 -0.258
```
Forces are in eV/Å.

Properties
Charge = +1

Löwdin population analysis, charges in e, atoms 1 to 2: number 1, Cd, carries 1.3871; number 2, N, carries 0.1196

---

2.
C38H60N6O3SSn as an isolated structure in a non-equilibrium geometry. Source: the OMol25 dataset; level of theory: ωB97M-V/def2-TZVPD.

Structure (XYZ):
```
109
Properties=species:S:1:pos:R:3:forces:R:3
Sn 0.206 2.416 -0.241 -0.905 -1.383 -0.198
C -1.953 5.000 -1.589 0.077 -0.101 0.159
N -1.086 4.041 -2.256 -0.230 0.026 -0.263
C -0.208 4.733 -3.184 0.109 -0.003 0.113
C -1.845 3.031 -2.986 -0.035 -0.218 0.129
C -2.679 2.100 -2.103 -0.056 0.335 -0.246
N -1.910 1.150 -1.294 0.372 0.236 0.210
C -2.804 0.597 -0.262 -0.194 0.139 0.382
C -2.235 -0.201 0.885 0.113 0.184 0.066
C -2.821 -1.414 1.225 0.008 -0.060 0.114
C -2.551 -2.029 2.436 -0.089 -0.058 -0.009
C -1.666 -1.387 3.296 0.026 0.039 -0.132
C -1.041 -0.193 2.999 0.066 0.065 0.096
C -1.322 0.411 1.757 -0.313 -0.549 -0.162
O -0.796 1.586 1.435 0.638 0.792 -0.718
C -0.117 0.485 4.004 0.101 0.105 0.119
C 1.299 0.535 3.422 -0.170 0.023 -0.030
C -0.051 -0.249 5.349 -0.030 0.084 -0.283
C -0.611 1.909 4.294 0.071 -0.018 -0.104
C -3.236 -3.295 2.936 -0.114 -0.152 0.048
C -2.190 -4.345 3.333 -0.133 0.111 -0.079
C -4.160 -3.918 1.889 0.179 0.139 0.126
C -4.087 -2.940 4.166 0.082 -0.084 -0.155
C -1.436 0.077 -2.171 0.320 -0.093 -0.269
C -0.483 -0.925 -1.593 0.125 0.136 -0.064
C -0.851 -2.258 -1.548 0.148 -0.110 0.013
C 0.072 -3.251 -1.272 -0.138 -0.014 -0.066
C 1.389 -2.848 -1.068 -0.115 0.015 0.047
C 1.799 -1.526 -1.087 0.201 0.053 0.009
C 0.831 -0.526 -1.317 -0.352 -0.500 -0.018
O 1.145 0.769 -1.354 -0.304 1.240 0.484
C 3.271 -1.155 -0.929 0.174 0.069 0.012
C 4.197 -2.374 -0.840 -0.216 0.185 -0.013
C 3.451 -0.339 0.354 -0.131 0.030 -0.152
C 3.715 -0.331 -2.145 -0.038 0.008 0.102
C -0.273 -4.734 -1.289 -0.031 -0.188 -0.047
C -1.775 -4.977 -1.450 0.243 0.092 0.033
C 0.180 -5.399 0.017 -0.080 0.121 -0.136
C 0.442 -5.396 -2.477 -0.110 0.056 0.145
H -2.664 5.464 -2.288 -0.020 0.015 0.017
H -1.345 5.779 -1.129 -0.003 -0.020 0.002
H -2.505 4.503 -0.793 -0.086 0.103 0.042
H -0.769 5.198 -4.008 0.022 -0.003 -0.054
H 0.512 4.029 -3.602 0.035 -0.031 -0.086
H 0.334 5.518 -2.661 0.051 0.045 0.037
H -1.121 2.441 -3.554 -0.117 0.067 -0.091
H -2.528 3.519 -3.704 0.044 -0.093 -0.010
H -3.368 1.551 -2.770 0.006 0.075 0.170
H -3.286 2.709 -1.428 -0.045 -0.133 -0.090
H -3.579 -0.007 -0.760 -0.003 0.050 0.022
H -3.305 1.457 0.202 0.018 -0.048 -0.126
H -3.527 -1.849 0.531 -0.101 -0.063 -0.066
H -1.474 -1.838 4.254 0.033 -0.082 0.156
H 1.741 -0.458 3.415 0.082 -0.154 -0.031
H 1.927 1.194 4.017 0.156 0.070 0.079
H 1.273 0.907 2.402 0.084 0.006 -0.014
H 0.342 -1.257 5.235 0.022 -0.149 0.034
H -1.032 -0.298 5.818 -0.086 -0.045 0.087
H 0.615 0.294 6.017 0.067 0.057 0.055
H -0.603 2.508 3.389 -0.043 0.089 0.019
H 0.038 2.382 5.029 0.051 0.043 0.145
H -1.627 1.886 4.684 -0.116 0.015 0.086
H -1.576 -4.608 2.475 0.068 -0.048 -0.052
H -2.681 -5.247 3.694 -0.054 -0.117 0.050
H -1.535 -3.983 4.121 0.092 0.031 0.081
H -3.608 -4.163 0.986 0.004 -0.040 -0.152
H -4.975 -3.245 1.636 -0.123 0.069 -0.097
H -4.589 -4.838 2.281 -0.061 -0.083 0.031
H -3.469 -2.572 4.980 0.056 0.061 0.111
H -4.624 -3.819 4.517 -0.077 -0.105 0.069
H -4.812 -2.168 3.914 -0.089 0.077 -0.004
H -0.907 0.552 -3.004 -0.121 -0.047 0.003
H -2.308 -0.457 -2.584 0.034 0.075 0.024
H -1.880 -2.502 -1.765 -0.147 -0.068 -0.039
H 2.127 -3.613 -0.896 0.143 -0.109 0.023
H 3.991 -2.962 0.050 -0.012 -0.155 0.093
H 5.229 -2.033 -0.782 0.076 0.042 0.014
H 4.103 -3.007 -1.720 0.005 -0.116 -0.069
H 3.127 -0.920 1.214 -0.010 -0.037 0.157
H 2.854 0.570 0.307 0.043 -0.063 0.037
H 4.497 -0.068 0.489 0.148 0.061 0.043
H 3.591 -0.913 -3.056 0.041 -0.065 -0.136
H 4.762 -0.047 -2.050 0.177 -0.012 0.006
H 3.116 0.568 -2.228 0.001 0.071 -0.090
H -2.330 -4.477 -0.661 -0.125 0.054 0.060
H -1.985 -6.044 -1.391 -0.010 -0.090 0.004
H -2.129 -4.620 -2.414 -0.106 0.060 -0.095
H -0.266 -4.888 0.866 -0.012 0.017 0.108
H 1.259 -5.363 0.130 0.154 0.008 0.042
H -0.128 -6.443 0.036 -0.010 -0.123 0.010
H 0.165 -4.901 -3.405 -0.015 0.030 -0.119
H 0.159 -6.445 -2.547 0.003 -0.162 -0.020
H 1.521 -5.338 -2.369 0.158 0.010 -0.009
C 4.129 5.240 -4.078 0.063 -0.018 -0.069
C 3.443 5.738 -2.873 0.052 0.191 0.055
N 3.085 6.955 -2.632 0.316 0.365 -0.884
N 2.506 6.933 -1.410 0.139 -0.997 0.065
C 2.504 5.696 -0.869 -0.251 0.252 0.423
S 1.911 5.284 0.622 -0.230 0.768 0.183
N 3.110 4.913 -1.821 -0.357 0.768 0.056
N 3.406 3.564 -1.798 0.017 -0.560 0.190
H 4.528 6.074 -4.646 0.008 0.054 -0.003
H 3.438 4.680 -4.703 -0.040 -0.098 -0.091
H 4.925 4.565 -3.774 0.093 -0.044 -0.098
H 2.177 7.777 -0.971 0.015 -0.139 0.022
H 3.831 3.302 -0.911 0.023 0.267 -0.146
H 2.570 2.988 -1.894 0.021 0.219 -0.061
O 3.206 2.946 2.149 -0.091 0.056 -0.199
C 2.674 2.882 1.150 0.674 -0.878 0.828
```
Forces are in eV/Å.

Properties
ΔE to the lowest compared entry with this formula, charge and spin = 7.2 kcal per mole

Löwdin population analysis, charges in e, atoms 1 to 2: number 1, Sn, carries 1.3746; number 2, C, carries -0.0950

---

| no. | frontier orbital gap (eV) | LUMO (eV) | electronic energy (eV) |
| --- | --- | --- | --- |
| 1 | 6.42 | -2.9 | -82111.296 |
| 2 | 7.48 | 0.3 | -72130.515 |